Density functional theory data (ωB97M-V with the def2-TZVPD basis set) for 5 unconnected molecules or ions with the total composition C31H51ClF3N3O14S in a non-equilibrium geometry.

Structure (XYZ):
```
104
Properties=species:S:1:pos:R:3:forces:R:3
C 0.518 0.972 3.238 2.20 0.76 -1.74
H 0.386 -2.500 6.397 0.71 0.33 -0.03
C 1.320 3.434 6.380 -1.16 0.86 -0.01
N -6.023 -1.965 7.249 2.04 0.20 -1.21
C 0.840 4.178 8.846 0.51 0.11 -0.36
H -0.872 -1.552 3.411 -0.28 0.64 -0.14
H 2.263 1.516 7.057 -0.55 0.35 -0.43
C -4.333 -4.054 -9.877 0.16 -0.06 0.03
H -1.676 1.097 -9.545 0.06 0.06 0.14
H -1.954 -1.251 2.040 0.48 0.21 0.62
H 3.009 1.412 2.609 0.10 -0.72 0.42
H 1.442 -4.306 6.453 0.60 -0.13 0.00
H 4.840 5.809 -3.848 -0.01 -0.16 0.02
C -2.641 -0.189 3.800 0.30 -0.31 0.37
H -5.684 -4.031 -12.132 -0.07 0.01 0.15
H 0.639 1.852 7.667 0.49 -0.17 -0.63
H 0.914 3.356 -5.192 0.15 -0.06 0.09
H -5.663 0.673 9.145 0.38 -0.47 -0.56
C 1.706 0.010 3.635 -0.59 -0.45 0.51
H 0.860 -2.270 -5.610 -0.27 0.03 -0.08
C 3.434 4.095 -5.262 -0.06 0.02 -0.20
C 2.172 -1.091 6.090 -1.06 -0.75 0.07
F 2.246 5.472 7.464 1.23 -1.81 0.59
C -4.823 -1.510 6.890 -1.28 0.16 0.72
H 0.955 2.811 -6.872 0.23 0.12 -0.07
O 0.184 1.687 4.424 -0.34 0.32 0.36
H 3.453 1.228 5.427 0.24 -0.08 -0.65
C 5.245 0.069 4.721 -0.53 0.17 1.06
O 0.008 0.797 -7.501 -0.19 -0.09 -0.08
O -1.963 -0.223 -7.963 0.17 0.12 0.08
N -6.457 -1.119 8.200 -0.91 1.55 1.85
O -4.338 -4.968 -10.854 0.04 0.05 0.08
F 1.457 3.623 9.912 -0.52 2.08 0.02
O -0.242 -1.749 -1.521 0.03 0.01 -0.07
H 3.192 -1.298 5.718 -0.48 0.40 0.39
H 1.572 -1.239 -6.855 -0.10 0.15 -0.03
H -2.392 1.811 -8.065 0.14 -0.03 -0.05
C -0.608 0.418 2.320 -0.69 -0.69 1.07
H -1.562 -4.323 -3.852 0.18 0.15 -0.11
H 2.116 -0.520 -1.550 -0.15 0.00 0.02
H 5.872 4.425 -4.333 -0.13 0.02 0.08
C 1.268 1.906 6.745 -0.44 0.89 0.16
O -4.527 -0.428 7.622 1.60 1.65 0.19
S -3.663 -2.099 5.668 -0.48 0.44 0.58
O -0.295 -2.755 -3.547 0.08 0.09 0.08
H 1.652 -0.988 3.149 -0.39 0.66 0.04
H -2.950 0.262 5.898 0.02 -0.93 -0.17
H -3.069 -2.193 -8.516 -0.13 -0.09 0.04
O 2.616 3.843 -6.285 0.17 0.09 0.18
C 1.450 4.341 7.608 -0.47 0.23 -0.52
H 0.391 -0.937 4.980 0.60 0.55 -0.16
C -5.588 -0.165 8.447 -0.84 -3.06 -1.85
H -3.351 0.744 -9.100 0.05 -0.21 0.13
O -5.225 -3.287 -9.623 0.07 -0.08 -0.06
H 0.968 1.775 2.594 -0.22 -0.60 0.39
H -0.211 0.065 1.342 0.26 0.44 0.74
O 3.341 3.635 -4.151 0.05 0.04 -0.09
C -3.019 -3.216 -8.154 0.08 0.13 0.28
C 4.010 1.040 4.495 1.40 -0.76 -1.27
C 0.774 -1.314 -6.115 0.46 -0.12 -0.16
H -1.303 1.265 2.101 0.51 -0.59 0.08
C 1.268 -0.253 5.117 -0.86 -1.00 0.82
H 0.836 0.617 -2.082 0.00 -0.12 0.08
C 3.143 0.538 3.289 -0.69 1.04 0.39
C 1.612 -0.076 -2.408 0.23 0.31 0.13
C -2.606 -0.616 5.305 -0.35 0.79 0.19
H 2.154 -0.622 7.102 0.46 -0.22 -0.68
N 2.154 -3.575 6.323 -0.77 0.28 -0.04
H -2.040 -3.378 -7.710 0.01 -0.13 -0.21
C -2.354 0.932 -8.708 -0.20 0.25 -0.22
H 0.376 3.724 5.853 0.75 -0.49 -0.06
C 1.551 2.942 -5.975 -0.36 -0.12 -0.04
H 6.037 5.992 -5.138 -0.16 -0.05 -0.18
O -3.166 -4.142 -9.234 -0.13 -0.10 -0.10
O 1.062 -1.091 -3.253 -0.12 -0.18 0.42
O 4.377 4.945 -5.682 -0.09 -0.07 0.02
O -0.508 -1.272 -6.754 -0.10 0.09 -0.14
H 1.944 1.970 -5.677 -0.01 0.08 0.07
H -2.184 -3.093 -2.744 0.11 0.01 0.11
C -1.294 -3.645 -3.045 -0.28 -0.28 0.04
H -5.422 -5.763 -12.385 0.22 -0.01 0.13
H -6.395 -5.231 -11.006 0.02 0.16 0.01
H 6.214 0.585 4.580 -0.66 -0.26 0.04
Cl 4.750 2.654 4.001 -0.45 -0.18 0.38
H 2.169 3.656 5.699 -0.54 0.08 0.40
H -3.636 -0.465 3.378 0.74 0.11 0.30
H -0.473 0.873 6.107 0.88 -0.70 -0.05
C 0.539 1.036 5.667 -0.04 -0.32 -0.81
H 3.693 -0.227 2.709 -0.22 0.41 0.47
C 0.136 -1.855 -2.658 0.07 0.03 -0.06
C -0.746 -0.139 -7.415 -0.05 -0.23 0.09
H 0.859 -0.525 -5.377 -0.01 0.05 -0.20
H -2.598 0.922 3.773 0.04 -0.68 0.08
H 5.197 -0.277 5.783 0.28 0.09 -0.79
H -3.779 -3.391 -7.392 -0.07 0.08 -0.12
H 5.213 -0.820 4.063 -0.09 0.54 0.35
H -1.601 -0.867 5.694 -0.49 0.10 -0.49
H 2.345 0.476 -2.994 -0.09 -0.14 -0.15
C -5.535 -4.987 -11.630 -0.24 -0.07 -0.23
F -0.432 4.538 9.094 0.43 -2.13 -0.06
H -0.905 -4.230 -2.212 -0.04 0.14 0.05
C -1.468 -0.755 2.916 -0.99 0.43 -0.90
C 1.504 -2.485 6.292 0.16 0.63 -0.08
C 5.329 5.304 -4.682 0.26 0.14 0.16
```
Forces are in eV/Å.

Values from the calculation:
HOMO energy, Ha: -0.29218
Structure (SMILES): [H]/N=C/C[C@@H]1[C@H](C[C@@H](C)Cl)[C@@H](CCCCSc2nnco2)O[C@@H]1CCC(F)=C(F)F.COC(=O)OC.COC(=O)OC.COC(=O)OC.COC(=O)OC
Energy, eV: -97611.9320
Frontier orbital gap, eV: 6.97
Lowest unoccupied orbital energy, eV: -0.98

---

Density functional theory data (ωB97M-V with the def2-TZVPD basis set) for a single C8H14O2S molecule in a non-equilibrium geometry.

Structure (XYZ):
```
25
Properties=species:S:1:pos:R:3:forces:R:3
H -0.924 0.448 -2.392 -2.69 1.66 0.81
H -0.548 -0.299 2.024 0.15 0.20 0.62
C 2.259 -0.380 1.081 -1.01 -0.41 -0.60
C -1.405 -0.876 1.720 0.03 1.91 -2.70
O -1.344 -2.213 -0.977 1.12 1.19 2.19
H 0.613 0.670 -2.765 0.32 -1.10 0.26
H 2.078 2.082 0.676 -0.33 0.46 -0.34
C -2.399 0.833 0.182 -1.50 -0.02 -0.02
H -1.865 -1.390 -0.905 -0.93 -0.48 -0.64
H -0.326 -0.946 -2.872 1.08 0.01 0.04
S -0.144 -1.581 0.102 -1.70 -2.11 -0.29
C 1.643 0.236 -0.261 0.75 -1.08 1.21
O -2.597 1.595 -0.686 0.77 -0.24 0.69
H 0.368 1.635 0.591 -1.51 0.02 1.49
C 1.272 1.640 0.076 1.48 0.36 -0.45
C -2.533 -0.007 1.222 1.83 -0.23 -1.10
H 2.265 -1.489 1.194 0.28 0.85 -0.38
C 0.460 -0.453 -0.860 -0.18 0.49 -1.10
H -1.711 -1.589 2.407 -0.42 -1.46 1.24
H 2.418 0.216 -1.012 0.52 0.11 -0.26
H 1.027 2.159 -0.824 0.31 0.86 -0.63
C -0.049 -0.071 -2.263 1.64 -0.73 0.17
H -3.562 -0.286 1.352 -0.31 -0.10 0.10
H 1.773 0.020 1.967 -0.70 -0.06 0.03
H 3.229 0.046 1.221 1.00 -0.10 -0.34
```
Forces are in eV/Å.

Values from the calculation:
Energy above the lowest of the compared OMol25 structures with the same formula, charge and spin, kJ/mol: 445.70
HOMO energy, Ha: -0.24826
Energy, eV: -23447.8007
Frontier orbital gap, eV: 7.11
Lowest unoccupied orbital energy, eV: 0.35

---

Density functional theory data (ωB97M-V with the def2-TZVPD basis set) for a molecular structure, C31H41Cl2N3O2SSe2Tl in a non-equilibrium geometry.

Structure (XYZ):
```
83
Properties=species:S:1:pos:R:3:forces:R:3
H 0.558 4.695 0.474 0.09 -0.52 -0.25
C -2.364 1.557 3.858 0.70 0.01 -1.46
C 2.068 0.656 -2.568 0.23 -1.02 -2.84
C -1.506 1.544 4.939 -0.54 0.11 1.07
H 3.246 3.377 -0.882 0.38 0.08 0.05
C 4.249 0.269 -1.358 0.12 -0.21 -0.43
H 0.542 1.636 5.556 -0.01 0.17 0.15
H -0.094 -1.697 3.340 -0.05 -0.15 0.37
H 1.680 -3.901 -1.546 0.13 -0.06 -0.20
S -2.952 -1.651 -4.026 -1.08 1.16 0.70
C -1.239 -4.558 1.085 -0.50 -0.59 -0.48
N 1.408 1.096 -1.419 -0.80 1.19 2.12
Se 1.660 -3.524 3.515 -0.30 0.68 0.75
C -4.536 -0.294 -2.180 0.32 -0.67 0.96
H -5.207 2.605 -4.685 0.08 -0.19 0.15
C 1.025 -3.902 -2.418 -0.25 0.50 0.35
C 0.362 1.707 -4.244 -0.05 0.03 0.69
O -0.281 -3.523 -1.881 0.00 0.23 -0.93
Cl -3.550 0.645 -5.941 -0.64 0.55 0.82
H 1.017 -4.901 -2.858 -0.14 0.15 0.01
H 3.128 -1.840 -5.396 0.12 -0.13 0.09
C 1.460 2.252 -0.841 1.02 -1.08 -2.36
H 3.729 0.760 -0.550 -0.14 -0.03 0.50
H -2.093 -3.194 4.509 0.52 -0.01 0.14
H 2.085 4.115 1.072 0.06 0.01 0.15
H 3.514 -1.989 4.238 -0.21 -0.25 0.61
C -0.087 -2.601 3.967 1.05 0.36 -0.07
N -0.011 1.667 0.985 1.43 -0.40 -1.37
Tl -0.336 -1.023 -0.160 0.20 0.57 -0.15
Cl -4.070 -1.536 -1.037 -0.61 0.83 -0.46
O 3.185 -2.024 1.540 -6.24 -3.95 -0.41
H 4.508 -1.647 -3.245 -0.09 0.11 -0.29
H 3.050 -3.085 5.644 0.02 -0.01 -0.39
C 1.821 -0.250 -4.827 0.47 -0.14 0.51
C -5.361 0.744 -1.820 0.32 -0.95 0.64
C -3.932 -0.401 -3.510 0.80 -1.24 0.67
C 3.625 -1.041 -3.436 -0.04 0.27 -0.34
C -4.224 0.713 -4.348 -0.34 1.71 -2.33
H -6.239 2.636 -2.384 0.11 0.02 -0.02
C 1.025 3.872 1.041 0.07 0.59 0.12
C 1.895 1.905 3.362 -0.34 -0.96 -1.44
C -5.026 1.804 -3.972 0.63 -0.60 -0.27
H -5.837 0.711 -0.844 0.17 0.12 -0.11
C -1.889 1.727 2.527 0.93 -0.13 1.36
C 0.792 2.514 0.448 -1.46 0.44 1.19
C 3.282 -0.105 -2.477 -0.39 1.31 1.02
H 1.294 -0.320 -5.775 0.06 0.28 0.08
H -0.169 2.067 -3.358 0.03 0.18 -0.04
C -1.291 -3.453 3.805 -1.42 -0.56 -0.95
C -0.151 1.647 4.726 0.30 -0.46 -0.67
H 2.499 3.136 -2.478 0.05 0.21 0.24
H -3.419 1.407 3.994 -0.38 0.34 0.13
H -3.447 1.189 1.068 0.24 0.03 0.10
H -1.105 -4.540 3.873 -0.15 0.58 0.07
H 4.807 -0.586 -1.000 -0.04 -0.32 0.27
H -3.647 2.739 1.848 -0.13 0.15 0.20
H 2.048 -1.638 5.241 0.08 -0.22 -0.24
C 2.696 -2.426 4.846 0.22 0.09 -1.21
C 2.307 3.356 -1.422 -0.57 -0.02 -0.10
C 1.410 0.690 -3.860 0.65 -0.71 0.67
H 0.112 -2.332 5.004 -0.08 0.00 -0.02
H 0.814 2.565 -4.756 0.00 -0.11 0.20
H 2.281 1.405 2.431 0.04 0.43 0.83
C 0.395 1.686 3.436 0.02 0.86 -0.15
C -5.586 1.826 -2.691 0.19 -0.63 -0.87
H -1.898 1.550 5.981 0.27 -0.24 -0.96
H 2.137 2.965 3.286 0.08 -0.07 0.14
H -1.027 -4.192 0.076 -0.03 -0.21 0.19
H 0.594 3.974 2.027 0.04 -0.23 0.23
C -0.461 1.748 2.297 -2.12 -0.11 1.99
H 1.840 4.340 -1.290 0.18 -0.31 -0.27
C -2.899 2.059 1.464 0.46 -0.12 -1.08
H -0.853 -3.327 -2.646 0.29 -0.32 0.52
H -0.293 -4.858 1.558 -0.32 0.27 0.03
Se -2.183 -3.122 2.047 0.79 -0.70 0.34
H -2.411 2.577 0.612 -0.29 -0.35 0.38
H -0.386 1.310 -4.922 -0.04 -0.25 -0.19
H 1.363 -3.140 -3.135 0.03 -0.35 0.18
C 2.882 -1.140 -4.610 -0.53 0.44 0.16
H 2.371 1.475 4.238 0.19 0.07 -0.01
H 5.040 0.977 -1.667 -0.53 -0.20 -0.32
N 2.150 -2.679 1.497 6.21 3.97 1.40
H -1.895 -5.455 1.012 0.50 0.71 0.14
```
Forces are in eV/Å.

Values from the calculation:
Total charge: +3
Energy above the lowest of the compared OMol25 structures with the same formula, charge and spin, kJ/mol: 23.08
HOMO energy (spin up / spin down), Ha: -0.54106 / -0.54101
Energy, eV: -212611.6224
Frontier orbital gap (spin up / spin down), eV: 2.79 / 2.74
Lowest unoccupied orbital energy (spin up / spin down), eV: -11.94 / -11.99

---

Density functional theory data (ωB97M-V with the def2-TZVPD basis set) for 2 unconnected molecules or ions with the total composition C24H29N2O in a non-equilibrium geometry.

Structure (XYZ):
```
56
Properties=species:S:1:pos:R:3:forces:R:3
H -1.848 -1.513 2.074 -0.07 -0.22 -0.03
H 3.591 0.263 0.619 -0.21 0.34 -0.09
H -5.492 3.630 1.370 0.10 0.20 -0.39
H 0.653 -2.449 2.539 -0.03 -0.29 -0.05
H -4.332 0.509 -0.633 0.27 0.07 0.03
H -5.970 2.138 -0.515 0.12 0.32 -0.11
C -3.913 1.523 -0.677 0.40 0.30 -0.62
C 1.427 3.485 0.487 0.28 -0.06 0.08
N 2.017 -3.564 -0.292 -0.85 0.53 1.12
H 2.646 -5.407 -1.012 -0.11 0.01 0.22
H -4.354 4.989 1.011 -0.19 -0.35 0.18
C 2.084 -5.011 -0.166 -0.02 -0.27 0.15
C 3.851 -2.279 -3.266 -0.26 -0.19 0.37
C 2.819 3.576 0.377 -0.07 -0.25 0.04
H -3.583 2.827 2.398 0.11 0.06 -0.18
C 2.534 -2.824 -1.357 0.29 0.84 -0.16
C -1.831 -0.151 0.449 -0.43 0.69 -0.77
C 3.332 -3.261 -2.409 -0.07 0.37 -0.08
H -1.592 -0.046 -0.608 -0.85 -0.10 -0.12
C -4.571 3.929 0.833 -0.30 -0.05 -0.32
H 3.306 4.547 0.270 -0.20 -0.31 0.01
C -3.416 3.075 1.341 0.38 0.34 -0.31
C 0.814 2.246 0.633 -0.02 -0.42 0.00
C 2.676 -0.517 -2.033 0.26 -0.12 -0.46
H 4.508 -2.572 -4.087 -0.22 0.10 0.27
H 2.580 -5.304 0.769 -0.04 0.13 -0.28
C 0.881 -3.284 1.869 -0.31 -0.05 0.55
H 3.955 -0.180 -3.744 -0.21 -0.19 0.15
C 0.918 -0.252 0.728 1.11 -1.48 1.17
H -0.271 2.167 0.736 0.38 0.11 -0.19
H 2.385 0.523 -1.912 0.27 -0.15 -0.14
C 3.596 2.411 0.431 -0.35 -0.07 0.05
H -2.152 1.076 2.179 -0.61 -0.26 0.01
C 3.529 -0.926 -3.074 -0.38 -0.02 0.27
H 4.683 2.464 0.370 -0.32 0.01 0.07
H -5.175 2.580 -2.074 -0.13 -0.29 0.28
H 0.224 -0.391 1.561 0.31 0.06 -0.33
C -2.393 0.919 1.118 -0.11 -0.46 -0.15
N -3.262 1.816 0.597 0.77 0.00 0.61
C 2.211 -1.466 -1.128 0.53 -0.54 -0.37
H -2.486 3.670 1.273 -0.26 -0.32 -0.03
H 3.540 -4.321 -2.530 0.12 0.29 -0.17
H -0.038 -3.870 1.716 0.27 0.13 0.05
C 1.458 -1.399 0.129 -0.37 0.68 -0.27
H 1.075 -5.448 -0.169 0.28 0.19 -0.07
C 1.398 -2.749 0.599 0.33 -0.60 -1.08
H 0.823 4.390 0.461 0.12 -0.21 0.03
C -5.041 2.498 -0.990 -0.05 0.49 0.18
C 2.980 1.168 0.552 -0.41 -0.32 -0.06
C -1.949 -1.532 0.979 0.51 -0.22 0.65
H -2.915 -2.012 0.751 0.27 0.30 0.03
O -4.734 3.828 -0.580 0.03 -0.43 0.46
H -3.180 1.549 -1.502 -0.18 0.03 0.30
C 1.563 1.044 0.617 0.26 1.57 -0.34
H -1.173 -2.172 0.561 0.06 -0.15 -0.01
H 1.616 -3.938 2.361 -0.18 0.24 -0.17
```
Forces are in eV/Å.

Values from the calculation:
Total charge: +1
Energy above the lowest of the compared OMol25 structures with the same formula, charge and spin, kJ/mol: 233.29
HOMO energy, Ha: -0.36847
Energy, eV: -30378.0150
Frontier orbital gap, eV: 5.57
Lowest unoccupied orbital energy, eV: -4.46